Formula: C4H7ClSi
Source: the Open Molecules 2025 dataset
Level of theory: ωB97M-V with the def2-TZVPD basis set

```
13
C4H7ClSi | the Open Molecules 2025 dataset | ωB97M-V with the def2-TZVPD basis set
C 0.00 2.56 -0.06
C 0.24 1.33 0.39
Si -0.96 -0.14 -0.08
Cl -2.80 0.12 0.58
C -0.11 -1.79 0.41
C 0.95 -2.22 -0.32
H 0.77 3.42 0.17
H -0.87 2.58 -0.75
H 1.09 1.13 0.92
H -0.81 -0.05 -1.51
H -0.36 -2.14 1.36
H 1.50 -3.08 0.06
H 1.35 -1.71 -1.16
```

Values from the calculation:
Lowest unoccupied orbital energy ... 0.87 eV
Total energy ... -24660.783 eV
HOMO ... -9.84 eV
Energy relative to the best compared isomer or geometry (same formula, charge and spin) ... 0.0 kcal per mole
2S+1 ... 1


Formula: C16H24BrF4N2O4S
Source: the Open Molecules 2025 dataset
Level of theory: ωB97M-V with the def2-TZVPD basis set

```
52
C16H24BrF4N2O4S | the Open Molecules 2025 dataset | ωB97M-V with the def2-TZVPD basis set
C -2.38 -0.56 3.47
C -0.97 0.29 3.75
C 0.25 -0.51 2.93
O 0.06 -0.40 1.47
C 0.87 0.68 0.88
C 0.03 2.01 0.43
O -0.14 2.20 -1.01
C -0.51 0.90 -1.69
C -1.99 0.49 -1.13
C -3.11 1.72 -1.33
O -3.57 1.79 -2.75
C -4.47 1.49 -0.41
F -5.14 0.28 -0.94
F -5.31 2.70 -0.59
F -4.07 1.40 1.02
N -0.53 1.28 -3.18
C -0.98 0.23 -3.94
S -1.96 -0.79 -4.95
C 0.66 -0.22 -1.50
C 0.17 -1.78 -1.46
C 1.12 -2.80 -2.38
O 2.09 -3.57 -1.82
Br 0.87 -3.02 -4.37
N 1.60 0.17 -0.34
C 2.64 -0.90 -0.03
C 3.99 -0.29 0.75
C 5.36 -1.13 0.29
F 5.64 -0.86 -1.16
H -2.40 -1.09 2.42
H -3.34 0.12 3.52
H -2.55 -1.42 4.27
H -1.13 1.39 3.38
H -0.79 0.21 4.92
H 0.07 -1.66 3.19
H 1.32 -0.26 3.32
H 1.71 1.06 1.63
H -1.01 1.97 1.02
H 0.57 2.99 0.86
H -2.48 -0.44 -1.69
H -2.02 0.19 0.02
H -2.69 2.77 -1.05
H -2.94 2.36 -3.28
H 1.36 -0.12 -2.47
H -0.92 -1.97 -1.84
H 0.22 -2.25 -0.36
H 2.15 1.00 -0.72
H 3.06 -1.26 -1.09
H 2.21 -1.86 0.48
H 4.11 0.81 0.33
H 3.84 -0.26 1.92
H 6.32 -0.80 0.88
H 5.12 -2.28 0.36
```

Values from the calculation:
Lowest unoccupied orbital energy ... -3.86 eV
Total energy ... -119881.621 eV
HOMO ... -12.56 eV
2S+1 ... 1
Net charge ... +1


Formula: C22H40CrF6NO14S7
Source: the Open Molecules 2025 dataset
Level of theory: ωB97M-V with the def2-TZVPD basis set

```
91
C22H40CrF6NO14S7 | the Open Molecules 2025 dataset | ωB97M-V with the def2-TZVPD basis set
Cr 11.26 5.43 16.13
C 13.65 8.63 15.19
F 13.42 9.69 16.06
F 12.54 8.47 14.48
F 14.60 8.92 14.31
S 14.04 7.14 16.29
O 15.42 6.96 16.44
O 13.31 7.44 17.49
N 13.23 6.00 15.57
S 13.90 5.37 14.22
O 13.03 4.43 13.57
O 14.66 6.23 13.38
C 15.19 4.17 14.89
F 15.13 2.99 14.26
F 16.43 4.70 14.72
F 14.92 3.96 16.13
C 10.12 7.41 11.48
C 8.56 7.48 11.64
C 8.09 6.33 12.54
S 9.57 5.41 13.08
O 9.31 4.01 13.17
O 10.23 6.09 14.22
C 10.44 5.93 11.67
H 10.76 8.02 12.05
H 10.30 7.63 10.45
H 8.02 7.40 10.68
H 8.20 8.45 12.08
H 7.40 5.68 12.01
H 7.57 6.70 13.48
H 10.00 5.30 10.89
H 11.46 5.69 11.88
C 14.16 4.76 20.64
C 14.73 4.00 19.43
C 13.72 3.04 18.87
S 12.18 3.94 19.02
O 10.94 3.17 19.15
O 12.21 5.04 18.01
C 12.62 4.58 20.63
H 14.43 5.84 20.64
H 14.51 4.30 21.58
H 15.64 3.47 19.67
H 14.94 4.70 18.57
H 13.48 2.15 19.50
H 13.83 2.67 17.87
H 12.28 3.74 21.24
H 11.94 5.44 20.83
C 11.56 9.74 19.06
C 10.38 10.69 18.69
C 9.63 10.09 17.51
S 9.74 8.32 17.70
O 10.39 7.61 16.58
O 8.45 7.79 18.05
C 10.92 8.36 19.12
H 11.97 10.05 20.03
H 12.27 9.77 18.22
H 10.64 11.75 18.58
H 9.67 10.65 19.52
H 10.07 10.33 16.57
H 8.58 10.32 17.48
H 11.74 7.59 18.91
H 10.34 8.18 20.03
C 10.48 0.74 13.85
C 9.60 1.14 15.02
C 10.47 0.98 16.26
S 11.98 1.90 15.76
O 13.14 1.16 16.27
O 11.84 3.32 16.00
C 11.73 1.58 14.00
H 9.99 1.06 12.90
H 10.63 -0.31 13.86
H 8.71 0.55 15.14
H 9.36 2.24 14.84
H 10.78 -0.12 16.35
H 10.11 1.30 17.21
H 12.62 1.03 13.71
H 11.67 2.50 13.55
C 6.09 5.46 17.63
C 6.30 4.63 18.87
C 7.75 4.44 19.04
S 8.31 4.07 17.37
O 8.28 2.65 17.28
O 9.45 4.90 16.96
C 6.89 4.77 16.48
H 6.46 6.45 17.94
H 5.06 5.60 17.37
H 5.89 3.59 18.75
H 5.85 5.04 19.79
H 8.12 3.64 19.69
H 8.19 5.36 19.37
H 6.36 3.99 15.92
H 7.23 5.48 15.73
```

Values from the calculation:
Lowest unoccupied orbital energy (spin up / spin down) ... -1.87 / -1.86 eV
Total energy ... -174184.490 eV
HOMO (spin up / spin down) ... -11.04 / -12.64 eV
<S²> ... 6.005
2S+1 ... 5
Net charge ... +1


Formula: C2H3FI2
Source: the Open Molecules 2025 dataset
Level of theory: ωB97M-V with the def2-TZVPD basis set

```
8
C2H3FI2 | the Open Molecules 2025 dataset | ωB97M-V with the def2-TZVPD basis set
C -1.45 1.34 1.66
C -0.61 0.71 0.90
F -0.50 -0.66 0.79
I 1.17 1.50 -0.10
H -2.26 0.76 2.01
H -1.45 2.34 1.62
I 4.99 0.05 0.06
H 3.99 -0.08 -1.12
```

Values from the calculation:
Lowest unoccupied orbital energy ... 0.14 eV
Total energy ... -21039.766 eV
HOMO ... -9.55 eV
Energy relative to the best compared isomer or geometry (same formula, charge and spin) ... 19.4 kcal per mole
2S+1 ... 1


Formula: C48H45FN6O3Ta
Source: the Open Molecules 2025 dataset
Level of theory: ωB97M-V with the def2-TZVPD basis set

```
104
C48H45FN6O3Ta | the Open Molecules 2025 dataset | ωB97M-V with the def2-TZVPD basis set
Ta 0.78 0.19 -0.48
C -0.73 -1.13 3.64
C -0.54 -0.94 2.27
N 0.29 -0.02 1.78
C 0.98 0.74 2.67
C 0.84 0.63 4.06
C -0.05 -0.35 4.54
C 1.61 1.52 4.89
C 2.44 2.44 4.36
C 2.59 2.56 2.93
C 3.39 3.53 2.30
C 3.42 3.58 0.92
C 2.69 2.65 0.18
N 1.96 1.70 0.75
C 1.87 1.69 2.11
H -1.41 -1.90 3.97
H -1.05 -1.56 1.54
H -0.18 -0.49 5.60
H 1.51 1.43 5.97
H 3.00 3.11 4.99
H 3.96 4.23 2.89
H 4.00 4.33 0.40
H 2.71 2.68 -0.90
C 5.41 -0.31 -0.71
C 5.65 -0.65 -2.03
C 4.58 -0.65 -2.91
C 3.31 -0.35 -2.45
N 3.06 -0.06 -1.15
C 4.12 -0.03 -0.32
C 2.16 -0.21 -3.37
C 2.26 -0.34 -4.74
C 1.19 0.01 -5.54
C 0.05 0.53 -4.94
C 0.01 0.60 -3.56
N 1.03 0.21 -2.78
H 6.21 -0.26 0.01
H 6.65 -0.88 -2.38
H 4.75 -0.87 -3.95
H 3.95 0.25 0.70
H 3.18 -0.69 -5.20
H 1.25 -0.08 -6.62
H -0.80 0.86 -5.52
H -0.86 0.98 -3.06
C -5.34 4.73 1.08
C -5.15 4.31 -0.37
C -6.43 3.85 -1.06
C -6.99 2.62 -0.37
C -5.93 1.56 -0.20
C -6.28 0.25 0.00
C -5.31 -0.74 0.14
F -5.70 -1.99 0.35
C -3.97 -0.47 0.04
C -3.58 0.86 -0.19
C -2.19 1.20 -0.33
O -1.29 0.26 -0.20
C -1.87 2.54 -0.54
C -2.87 3.50 -0.55
N -4.15 3.20 -0.44
C -4.56 1.88 -0.28
C -0.46 2.94 -0.69
O 0.03 4.01 -0.46
O 0.28 1.92 -1.19
H -6.10 5.50 1.14
H -4.41 5.13 1.49
H -5.65 3.89 1.70
H -4.70 5.12 -0.94
H -6.22 3.63 -2.11
H -7.15 4.67 -1.04
H -7.82 2.20 -0.94
H -7.40 2.88 0.61
H -7.33 -0.04 0.06
H -3.24 -1.25 0.12
H -2.62 4.55 -0.66
C 4.05 -1.54 3.05
C 3.25 -2.39 2.10
C 3.40 -3.77 2.07
C 2.65 -4.55 1.19
C 2.78 -6.04 1.18
C 1.75 -3.93 0.32
C 1.58 -2.55 0.30
C 2.34 -1.82 1.22
N 0.66 -1.81 -0.56
C -0.24 -2.73 -1.41
C -1.28 -2.03 -2.28
C -1.06 -3.63 -0.47
C 0.63 -3.49 -2.43
H 4.17 -2.04 4.01
H 3.57 -0.58 3.23
H 5.05 -1.36 2.66
H 4.09 -4.26 2.76
H 3.59 -6.38 1.82
H 2.97 -6.42 0.17
H 1.86 -6.51 1.54
H 1.19 -4.59 -0.32
H 2.23 -0.75 1.31
H -1.88 -1.29 -1.76
H -1.97 -2.80 -2.63
H -0.84 -1.61 -3.18
H -1.88 -3.04 -0.03
H -0.52 -4.08 0.34
H -1.53 -4.42 -1.05
H 1.21 -2.76 -3.01
H -0.03 -4.00 -3.13
H 1.33 -4.22 -2.04
```

Values from the calculation:
Lowest unoccupied orbital energy ... -8.86 eV
Total energy ... -69842.546 eV
HOMO ... -15.38 eV
Energy relative to the best compared isomer or geometry (same formula, charge and spin) ... 29.0 kcal per mole
2S+1 ... 1
Net charge ... +3


Formula: C3H2N2O2
Source: the Open Molecules 2025 dataset
Level of theory: ωB97M-V with the def2-TZVPD basis set

```
9
C3H2N2O2 | the Open Molecules 2025 dataset | ωB97M-V with the def2-TZVPD basis set
O 1.92 0.67 1.53
C 1.14 -0.23 1.36
C 0.15 -0.28 0.35
N -0.77 -0.94 -0.13
C -1.21 -0.11 -1.19
N -0.62 1.03 -1.39
O 0.34 1.42 -0.66
H 1.06 -1.15 1.95
H -2.01 -0.41 -1.82
```

Values from the calculation:
Lowest unoccupied orbital energy ... -1.38 eV
Total energy ... -10213.809 eV
HOMO ... -10.01 eV
Energy relative to the best compared isomer or geometry (same formula, charge and spin) ... 101.0 kcal per mole
2S+1 ... 1